The following is a DFT calculation (ωB97M-V/def2-TZVPD) of a cluster of 5 separate species, C5H22N2O4 in total in a non-equilibrium geometry.

Last column: natural (NBO) charge in e.
Positions of all 33 atoms, in Å:
C 0.0332 0.8331 2.1706  -0.4435
N 0.3533 -0.6191 2.2634  -0.6482
C -0.4901 -1.3830 1.3658  -0.2464
C -2.0241 -1.1827 1.1323  -0.4248
C -2.2502 -1.5453 -0.3238  -0.4247
C -1.7263 -0.5974 -1.4080  -0.2357
N -1.5999 0.8678 -1.3534  -0.8253
H 0.7197 1.0624 1.3384  0.1958
H 0.4245 1.3531 3.0660  0.2094
H -1.0007 1.1464 1.8437  0.1840
H 0.3513 -0.9939 3.2243  0.3615
H -0.2911 -2.4606 1.5027  0.2116
H -0.1156 -1.0806 0.3592  0.1926
H -2.2688 -0.1927 1.3470  0.1895
H -2.7125 -1.7821 1.7629  0.2054
H -3.3395 -1.6515 -0.4530  0.2032
H -1.7526 -2.5402 -0.4610  0.2200
H -0.6315 -0.8705 -1.6051  0.1894
H -2.2679 -0.8186 -2.3831  0.1944
H -2.5290 1.2435 -1.1746  0.3449
H -1.0249 1.0631 -0.5347  0.3477
O 3.8350 -0.0018 -1.5269  -0.9334
H 3.1727 0.6863 -1.6961  0.4703
H 3.9231 0.1308 -0.5749  0.4636
O 2.1546 3.4527 0.3443  -0.9619
H 1.3089 3.6409 -0.0616  0.4865
H 2.1375 3.2285 1.2730  0.4775
O 1.8635 -2.2645 0.0847  -0.9771
H 2.7640 -2.3222 -0.2429  0.4841
H 1.7819 -1.8394 0.9582  0.4900
O 0.5661 2.1438 -3.4153  -0.9561
H -0.3826 1.9999 -3.4491  0.4858
H 1.0182 1.2936 -3.3730  0.4698

Calculated values
spin multiplicity: 1
HOMO: -0.337 hartree
LUMO: 0.5 eV
total energy: -614.10037 hartree
gap between HOMO and LUMO: 0.3544 hartree
SMILES: CNCCCCN.O.O.O.O
total charge: 0
relative energy (zero: lowest compared OMol25 entry of this formula, charge and spin): 246.9 kJ/mol